The following is a DFT calculation (wB97M-V/def2-TZVPD) of a 8-piece molecular cluster, C17H53N3O8 overall in a non-equilibrium geometry.

Element x y z (Å)
C -3.369 -3.320 0.642
O -4.156 -4.374 0.157
H -2.688 -2.953 -0.126
H -4.031 -2.495 0.905
H -2.891 -3.593 1.583
H -4.507 -4.842 0.918
C -0.604 -1.674 -2.930
O -1.472 -1.806 -4.031
H -0.477 -2.603 -2.373
H 0.411 -1.378 -3.192
H -0.933 -0.886 -2.253
H -1.630 -0.951 -4.438
C -0.488 -0.615 0.511
O 0.605 -1.304 -0.107
H -0.521 0.386 0.081
H -1.385 -1.212 0.346
H -0.351 -0.518 1.588
H 1.341 -0.694 -0.191
C 3.875 -2.378 -0.969
O 4.736 -1.260 -0.930
H 3.899 -2.915 -0.021
H 2.834 -2.131 -1.174
H 4.116 -3.138 -1.713
H 5.655 -1.530 -0.872
C 0.229 1.967 -2.791
O 1.188 2.941 -2.456
H -0.754 2.301 -2.461
H 0.269 1.789 -3.866
H 0.451 1.013 -2.312
H 0.863 3.760 -2.837
C -4.630 4.246 -3.961
C -4.646 5.200 -2.754
C -3.452 5.077 -1.813
O -3.399 3.800 -1.221
C -2.283 3.626 -0.437
N -4.764 6.559 -3.372
H -3.774 4.485 -4.592
H -5.502 4.365 -4.605
H -4.550 3.191 -3.700
H -5.530 4.950 -2.166
H -3.579 5.871 -1.077
H -2.559 5.363 -2.369
H -2.367 2.680 0.097
H -2.113 4.385 0.327
H -1.363 3.611 -1.021
H -5.614 6.530 -3.917
H -4.890 7.155 -2.566
C 2.178 2.474 1.316
C 3.076 1.304 0.907
C 3.339 0.284 2.027
O 3.690 0.893 3.244
C 3.994 -0.098 4.228
N 2.490 0.698 -0.276
H 2.629 2.939 2.193
H 1.159 2.132 1.499
H 2.043 3.185 0.501
H 4.028 1.785 0.685
H 4.125 -0.414 1.739
H 2.406 -0.266 2.150
H 4.438 0.532 4.999
H 4.862 -0.682 3.924
H 3.099 -0.622 4.565
H 2.395 1.446 -0.948
H 3.342 0.233 -0.559
C 0.319 -5.505 2.305
C 0.398 -4.057 1.896
C 1.588 -3.213 2.443
O 1.520 -3.035 3.835
C 0.529 -2.106 4.214
N 0.414 -4.053 0.453
H 1.058 -6.242 1.990
H -0.633 -5.889 1.939
H 0.280 -5.680 3.380
H -0.535 -3.575 2.189
H 1.639 -2.232 1.969
H 2.474 -3.795 2.191
H -0.492 -2.191 3.840
H 0.869 -1.095 3.989
H 0.341 -2.110 5.288
H 1.177 -4.639 0.145
H 0.561 -3.086 0.201

Calculated values
- HOMO level: -8.52 eV
- ΔE to the lowest compared entry with this formula, charge and spin: 95.7 kJ/mol
- Gap between HOMO and LUMO: 8.99 eV

These are the Löwdin partial charges, in e, on atoms 1 to 5: -0.180 -0.108 0.067 0.073 0.072

---

The following is a DFT calculation (wB97M-V/def2-TZVPD) of a 11-piece molecular cluster, C17H58N20O11 overall in a non-equilibrium geometry.

Element x y z (Å)
C 19.759 -3.332 -10.461
O 19.836 -4.045 -11.418
N 18.717 -3.217 -9.693
N 20.750 -2.764 -9.889
H 17.894 -3.721 -9.993
H 18.801 -2.528 -8.960
H 20.544 -2.184 -9.088
H 21.700 -2.904 -10.201
C 13.797 -5.477 -13.891
O 13.348 -4.638 -13.151
N 13.747 -5.329 -15.203
N 14.445 -6.621 -13.616
H 13.994 -6.097 -15.811
H 13.595 -4.383 -15.525
H 14.903 -7.110 -14.372
H 14.896 -6.684 -12.714
C 18.483 -4.274 -17.159
O 17.503 -3.568 -17.011
N 19.655 -3.916 -16.655
N 18.427 -5.358 -17.871
H 20.327 -4.654 -16.494
H 19.843 -3.020 -16.230
H 17.587 -5.554 -18.396
H 19.259 -5.760 -18.278
C 12.202 -2.878 -17.204
O 13.225 -2.655 -16.624
N 11.326 -2.013 -17.457
N 12.056 -4.049 -17.803
H 11.369 -1.175 -16.895
H 10.449 -2.334 -17.841
H 11.269 -4.266 -18.399
H 12.851 -4.671 -17.817
C 11.468 -5.538 -10.358
O 10.852 -5.608 -9.394
N 12.098 -4.503 -10.738
N 11.640 -6.560 -11.177
H 12.543 -4.446 -11.643
H 11.995 -3.744 -10.080
H 11.428 -7.472 -10.798
H 12.017 -6.412 -12.102
C 17.848 0.998 -10.898
O 18.203 2.064 -10.318
N 17.955 -0.223 -10.437
N 17.431 0.983 -12.125
H 18.438 -0.244 -9.550
H 17.858 -1.086 -10.953
H 17.411 0.108 -12.628
H 17.284 1.855 -12.612
C 9.569 -1.518 -12.100
O 8.390 -1.611 -11.738
N 10.112 -2.363 -12.971
N 10.412 -0.580 -11.764
H 9.516 -3.168 -13.107
H 11.085 -2.236 -13.207
H 10.024 0.224 -11.293
H 11.374 -0.633 -12.068
C 20.876 -0.552 -14.677
O 20.128 -0.889 -15.633
N 20.470 -0.043 -13.547
N 22.164 -0.761 -14.689
H 21.027 0.065 -12.712
H 19.482 0.153 -13.622
H 22.850 -0.265 -14.139
H 22.504 -1.256 -15.502
C 16.262 -0.710 -18.540
O 15.692 0.283 -18.996
N 17.436 -1.223 -18.822
N 15.705 -1.486 -17.652
H 18.092 -0.549 -19.191
H 17.838 -1.926 -18.218
H 16.289 -2.216 -17.270
H 14.721 -1.468 -17.425
C 13.960 -1.405 -11.588
C 14.086 -1.085 -13.133
C 15.353 -1.718 -13.646
O 16.551 -1.468 -12.864
C 17.716 -2.095 -13.394
N 12.981 -1.696 -13.839
H 14.011 -2.492 -11.526
H 12.984 -1.135 -11.185
H 14.743 -0.857 -11.062
H 14.241 -0.020 -13.306
H 15.464 -1.523 -14.712
H 15.197 -2.788 -13.783
H 17.747 -2.019 -14.481
H 17.791 -3.176 -13.275
H 18.487 -1.479 -12.932
H 13.100 -1.783 -14.838
H 12.890 -2.630 -13.465
C 12.385 2.165 -16.735
C 12.132 1.025 -15.664
C 11.938 1.460 -14.172
O 13.214 2.044 -13.757
C 13.356 2.416 -12.341
N 10.899 0.351 -16.049
H 13.204 2.748 -16.313
H 11.603 2.924 -16.747
H 12.616 1.776 -17.727
H 12.955 0.318 -15.771
H 11.845 0.682 -13.415
H 11.223 2.272 -14.042
H 14.431 2.465 -12.166
H 12.988 1.658 -11.649
H 12.945 3.410 -12.167
H 10.523 -0.275 -15.351
H 10.152 1.024 -16.147

Calculated values
- HOMO level: -8.71 eV
- ΔE to the lowest compared entry with this formula, charge and spin: 511.0 kJ/mol
- Gap between HOMO and LUMO: 8.56 eV

These are the Löwdin partial charges, in e, on atoms 1 to 5: -0.845 0.054 0.166 0.170 0.134

---

The following is a DFT calculation (wB97M-V/def2-TZVPD) of a 12-piece molecular cluster, C17H58O12 overall in a non-equilibrium geometry.

Element x y z (Å)
C -0.520 0.099 0.697
C -0.415 -0.658 -0.657
O -0.658 0.260 -1.650
H -0.204 -0.633 1.424
H -1.561 0.398 0.820
H 0.089 0.961 0.758
H -1.120 -1.464 -0.758
H 0.615 -1.012 -0.740
H -0.426 -0.260 -2.422
C -2.155 0.151 3.906
C -2.232 1.660 3.842
O -1.465 2.102 2.754
H -2.615 -0.126 4.757
H -1.219 -0.313 3.938
H -2.697 -0.297 3.127
H -1.867 2.117 4.774
H -3.330 1.915 3.538
H -1.894 1.967 1.935
C -1.979 1.977 -4.384
C -2.759 2.977 -3.508
O -2.081 4.175 -3.503
H -1.122 1.823 -3.817
H -1.803 2.314 -5.419
H -2.346 1.001 -4.438
H -2.974 2.482 -2.525
H -3.723 3.139 -4.040
H -2.673 4.689 -3.057
C 1.076 -3.636 -1.301
C 2.107 -4.737 -1.326
O 2.805 -4.792 -0.072
H 1.503 -2.693 -1.433
H 0.619 -3.619 -0.336
H 0.376 -3.687 -2.095
H 2.823 -4.555 -2.089
H 1.639 -5.717 -1.391
H 3.368 -5.584 0.053
C 3.679 -0.723 0.111
C 4.148 -1.574 -1.089
O 3.709 -0.698 -2.124
H 4.211 -0.894 1.028
H 2.645 -0.839 0.257
H 3.971 0.328 0.009
H 3.841 -2.588 -1.182
H 5.168 -1.445 -1.240
H 4.155 -0.928 -2.893
C 1.329 -1.115 3.821
O 2.254 -1.412 4.867
H 0.924 -0.091 3.904
H 0.598 -1.952 3.698
H 1.754 -1.089 2.817
H 3.205 -1.597 4.635
C 2.324 2.002 2.441
O 1.264 2.994 2.562
H 3.282 2.406 2.033
H 2.235 1.112 1.889
H 2.727 1.767 3.425
H 0.445 2.567 2.758
C 1.224 -1.409 -4.247
O 1.592 -0.162 -3.623
H 1.577 -1.508 -5.260
H 0.124 -1.503 -4.276
H 1.558 -2.225 -3.678
H 2.309 -0.282 -3.003
C -1.545 -3.389 2.405
O -2.178 -2.326 1.803
H -0.575 -3.362 1.971
H -2.015 -4.373 2.289
H -1.481 -3.194 3.487
H -2.863 -1.913 2.334
C -1.608 3.564 -0.152
O -2.697 3.087 0.594
H -1.856 4.394 -0.813
H -1.164 2.724 -0.687
H -0.895 3.835 0.619
H -3.024 3.890 1.071
C 1.910 2.097 -1.077
O 0.920 2.329 -2.071
H 2.044 1.091 -0.976
H 1.638 2.594 -0.215
H 2.807 2.637 -1.358
H 0.164 1.770 -1.862
C -4.269 0.192 -0.277
O -4.069 0.837 0.937
H -4.840 0.933 -0.832
H -4.794 -0.755 -0.121
H -3.314 0.055 -0.840
H -3.703 1.693 0.763

Calculated values
- HOMO level: -9.07 eV
- ΔE to the lowest compared entry with this formula, charge and spin: 649.1 kJ/mol
- Gap between HOMO and LUMO: 9.45 eV

These are the Löwdin partial charges, in e, on atoms 1 to 5: -0.024 -0.288 -0.088 0.063 0.059

---

The following is a DFT calculation (wB97M-V/def2-TZVPD) of a 13-piece molecular cluster, C17H60N2O13 overall in a non-equilibrium geometry.

Element x y z (Å)
C 0.709 3.764 -4.386
C 1.032 2.982 -3.127
O 2.208 3.399 -2.481
H 0.699 4.865 -4.081
H -0.176 3.390 -4.916
H 1.614 3.573 -5.036
H 1.101 1.957 -3.431
H 0.269 3.132 -2.404
H 2.290 2.990 -1.644
C 0.501 0.682 -0.420
C -0.483 -0.315 0.244
O 0.005 -1.656 0.289
H 0.922 0.362 -1.379
H 1.357 0.849 0.223
H 0.054 1.669 -0.472
H -1.435 -0.399 -0.329
H -0.703 0.039 1.237
H 0.210 -1.973 -0.620
C -2.594 -5.313 0.408
C -2.339 -3.847 0.068
O -1.955 -3.138 1.182
H -3.546 -5.422 0.979
H -1.799 -5.728 1.044
H -2.676 -6.002 -0.455
H -3.200 -3.442 -0.479
H -1.501 -3.838 -0.666
H -1.235 -2.545 0.929
C -2.303 1.639 -2.454
C -2.114 0.228 -2.989
O -2.947 -0.643 -2.207
H -1.872 2.343 -3.185
H -1.773 1.621 -1.515
H -3.358 1.933 -2.302
H -1.078 -0.035 -2.920
H -2.447 0.112 -4.029
H -2.786 -1.536 -2.481
C -0.237 4.380 0.469
O 0.097 4.753 -0.781
N 0.550 3.726 1.294
N -1.400 4.507 0.934
H 1.403 3.534 0.825
H 0.180 2.885 1.743
H -2.095 4.873 0.262
H -1.660 4.549 1.921
C -3.960 -0.170 1.086
O -3.779 0.739 0.039
H -2.955 -0.415 1.444
H -4.359 -1.076 0.694
H -4.618 0.296 1.845
H -3.373 0.307 -0.711
C 1.243 -4.964 0.791
O 2.574 -5.388 0.771
H 0.897 -5.011 1.748
H 0.596 -5.523 0.105
H 1.235 -3.911 0.474
H 2.725 -6.254 1.167
C 1.194 -1.796 -3.098
O 0.096 -2.114 -2.289
H 1.891 -2.608 -3.043
H 1.813 -0.963 -2.784
H 0.858 -1.699 -4.166
H -0.525 -2.640 -2.753
C 2.451 1.237 2.875
O 1.060 1.029 2.630
H 2.723 1.616 3.894
H 2.782 2.067 2.159
H 2.996 0.405 2.500
H 0.879 0.101 2.925
C 3.695 4.062 0.231
O 3.000 2.847 0.100
H 4.624 4.065 -0.387
H 3.915 4.330 1.302
H 3.126 4.844 -0.131
H 3.691 2.176 0.071
C 0.722 -2.227 3.365
O -0.107 -1.073 3.359
H 1.677 -2.060 2.998
H 0.225 -2.923 2.680
H 0.793 -2.695 4.332
H -0.810 -1.171 4.024
C -2.076 1.700 2.754
O -3.001 2.385 3.570
H -2.075 0.629 2.959
H -1.072 2.035 3.038
H -2.103 1.808 1.678
H -3.548 1.730 4.044
C 3.540 -2.189 -0.384
O 2.746 -1.868 0.755
H 4.638 -2.081 -0.156
H 3.279 -1.629 -1.253
H 3.359 -3.202 -0.605
H 1.836 -1.698 0.528

Calculated values
- HOMO level: -8.83 eV
- ΔE to the lowest compared entry with this formula, charge and spin: 0.0 kJ/mol
- Gap between HOMO and LUMO: 8.76 eV

These are the Löwdin partial charges, in e, on atoms 1 to 5: -0.078 -0.381 -0.061 0.104 0.064

---

The following is a DFT calculation (wB97M-V/def2-TZVPD) of a 17-piece molecular cluster, C17H68O17 overall in a non-equilibrium geometry.

Element x y z (Å)
C 1.225 -2.173 -3.615
O 0.067 -1.398 -3.938
H 2.027 -1.686 -3.145
H 0.881 -2.978 -2.985
H 1.662 -2.521 -4.580
H 0.377 -0.535 -4.292
C -1.032 4.675 -0.546
O -0.106 3.774 0.034
H -0.919 5.623 -0.062
H -0.838 4.802 -1.593
H -2.096 4.368 -0.492
H -0.642 3.413 0.766
C -1.056 -0.914 4.031
O -0.628 -1.190 2.659
H -0.087 -0.929 4.541
H -1.484 0.073 4.157
H -1.723 -1.641 4.517
H -1.448 -1.096 2.079
C 3.515 4.162 -1.808
O 4.549 3.225 -1.672
H 2.716 4.097 -1.055
H 3.888 5.203 -1.783
H 3.067 4.018 -2.769
H 4.120 2.335 -1.529
C 2.806 -0.255 3.380
O 2.903 -1.120 4.492
H 1.892 0.353 3.414
H 3.654 0.411 3.429
H 2.856 -0.818 2.442
H 2.411 -1.912 4.217
C -2.459 1.484 -2.301
O -3.500 0.691 -1.730
H -1.496 1.033 -2.132
H -2.659 1.698 -3.392
H -2.445 2.421 -1.720
H -3.433 -0.192 -2.092
C 4.496 -5.035 0.109
O 3.702 -6.222 0.139
H 4.152 -4.315 -0.660
H 4.580 -4.521 1.077
H 5.520 -5.299 -0.270
H 2.784 -5.905 -0.122
C 1.378 1.699 -4.594
O 0.043 1.286 -4.831
H 1.700 2.654 -5.012
H 1.491 1.804 -3.506
H 2.084 0.942 -4.910
H 0.014 0.751 -5.615
C 1.938 2.750 2.589
O 1.610 3.068 3.935
H 3.015 2.544 2.571
H 1.416 1.925 2.142
H 1.761 3.662 2.035
H 1.836 2.262 4.381
C -3.321 -2.963 -3.523
O -2.569 -1.979 -2.858
H -3.278 -2.829 -4.647
H -2.961 -4.016 -3.344
H -4.317 -2.855 -3.143
H -1.728 -1.888 -3.314
C -2.151 2.846 3.173
O -1.856 2.430 1.829
H -2.105 3.960 3.260
H -3.142 2.600 3.506
H -1.438 2.449 3.809
H -2.634 2.515 1.248
C -1.250 -3.985 0.178
O -0.172 -4.015 -0.734
H -2.012 -4.755 -0.169
H -1.011 -4.070 1.224
H -1.798 -3.062 0.112
H 0.402 -3.266 -0.497
C -4.381 -1.137 1.226
O -3.343 -0.414 1.901
H -4.413 -2.144 1.658
H -5.409 -0.694 1.436
H -4.188 -1.223 0.141
H -3.385 0.499 1.548
C -5.540 2.347 0.245
O -4.259 1.771 0.439
H -6.174 1.746 -0.443
H -5.997 2.542 1.229
H -5.572 3.345 -0.162
H -4.130 1.150 -0.287
C 4.294 0.195 -0.130
O 3.481 0.840 -1.070
H 4.682 0.830 0.641
H 3.778 -0.677 0.320
H 5.182 -0.191 -0.671
H 2.543 1.054 -0.806
C 1.633 -3.840 2.200
O 1.377 -2.547 1.758
H 1.118 -4.565 1.554
H 2.675 -3.936 2.273
H 1.182 -4.011 3.228
H 0.514 -2.201 2.066
C 0.206 0.287 0.016
O 0.744 1.271 -0.896
H -0.593 -0.339 -0.452
H 1.085 -0.378 0.274
H -0.208 0.648 0.955
H 0.354 2.102 -0.687

Calculated values
- HOMO level: -9.27 eV
- ΔE to the lowest compared entry with this formula, charge and spin: 55.7 kJ/mol
- Gap between HOMO and LUMO: 9.65 eV

These are the Löwdin partial charges, in e, on atoms 1 to 5: -0.112 -0.141 0.057 0.066 0.093

---

For reference, lowest unoccupied orbital energy by record: 0.017, -0.006, 0.014, -0.003, 0.014 hartree.